Formula: CH3BrClN
Source: OMol25
Level of theory: ωB97M-V/def2-TZVPD

Geometry (Å):
C (0.447073, -1.472881, -0.827012)
N (-1.764546, 1.236726, 0.313727)
Cl (-0.781216, -1.930519, 0.290374)
Br (-3.078109, 0.124787, -0.131806)
H (1.375138, -0.923052, -0.750810)
H (0.254223, -1.991151, -1.733650)
H (-2.268856, 1.740661, 1.067746)

Cartesian forces, eV/Å:
-0.7 -0.7 -0.4
-0.1 0.8 0.8
1.5 0.2 0.2
-1.2 -0.5 -0.7
-0.4 0.1 1.0
0.1 -0.1 -0.7
0.7 0.1 -0.2

electronic energy = -3128.68527 Eh
HOMO energy (alpha / beta) = -8.29 / -9.66 eV
2S+1 = 1

=====

Formula: CH3BrClN
Source: OMol25
Level of theory: ωB97M-V/def2-TZVPD

Geometry (Å):
C (-0.001294, 0.020221, 0.046886)
N (1.053684, 1.617508, 1.427830)
Cl (-0.052446, 2.938026, 1.276190)
Br (0.733664, 0.791473, 3.110601)
H (0.653513, -0.666708, 0.563409)
H (-1.207248, -0.011203, 0.261734)
H (0.342669, 0.517961, -0.902772)

Cartesian forces, eV/Å:
-1.9 1.6 0.2
-1.4 -0.9 -0.6
0.2 0.1 0.0
0.2 0.1 -0.1
-0.2 -0.2 -0.3
3.5 0.2 -0.4
-0.5 -0.8 1.2

electronic energy = -3128.67187 Eh
HOMO energy (alpha / beta) = -9.50 / -8.92 eV
2S+1 = 1

=====

Formula: CH3BrFO2P
Source: OMol25
Level of theory: ωB97M-V/def2-TZVPD

Geometry (Å):
C (1.152814, 0.451146, 0.020069)
O (-2.055322, -0.924114, 1.744322)
O (0.228012, 0.054597, 0.978639)
F (-0.130640, -1.919535, -1.915906)
P (-1.229753, -0.419173, 0.617970)
Br (-2.002417, 1.158880, -0.797535)
H (0.670287, 0.183508, -0.963486)
H (1.982343, -0.217459, 0.191559)
H (1.384673, 1.632146, 0.124371)

Cartesian forces, eV/Å:
0.6 2.1 -2.3
1.3 0.5 -2.4
-2.7 -1.0 1.6
-0.6 1.1 1.7
-0.1 0.8 0.5
0.3 -1.4 0.9
1.2 0.5 0.4
0.6 0.4 -0.3
-0.5 -3.0 -0.2

electronic energy = -3205.51137 Eh
HOMO energy (alpha / beta) = -10.16 / -10.16 eV
2S+1 = 1

=====

Formula: CH3BrHfNO2
Source: OMol25
Level of theory: ωB97M-V/def2-TZVPD

Geometry (Å):
Hf (0.014769, -0.219684, -5.803114)
Br (0.399529, 0.308801, -3.035770)
C (-0.341423, 0.361062, 0.782846)
N (0.303347, -0.454468, 1.908566)
O (-0.083154, -1.612893, 2.002098)
O (1.225635, 0.052396, 2.508416)
H (0.431713, 0.497616, 0.032502)
H (-0.766190, 1.263403, 1.225862)
H (-1.184226, -0.196232, 0.378595)

Cartesian forces, eV/Å:
0.6 0.8 3.9
-0.5 -0.8 -4.3
-1.9 0.7 -1.4
3.0 -2.4 2.7
-0.7 1.4 -0.8
-1.5 0.5 -1.1
0.3 0.1 0.4
0.6 0.1 0.3
0.2 -0.4 0.2

electronic energy = -2865.42061 Eh
HOMO energy = -20.98 eV
2S+1 = 1
total charge = +3

=====

Formula: CH3BrN2
Source: OMol25
Level of theory: ωB97M-V/def2-TZVPD

Geometry (Å):
C (0.215643, 0.075740, -0.058620)
N (1.626962, 0.394558, -0.087401)
N (2.391028, -0.498936, 0.186048)
Br (4.292058, -0.010478, 0.013376)
H (-0.213644, -0.617239, 0.804265)
H (-0.172108, -0.455904, -0.869539)
H (-0.443720, 0.992067, -0.058173)

Cartesian forces, eV/Å:
-2.8 -0.1 3.1
0.9 -0.1 -0.2
-0.9 0.1 0.0
-0.3 0.2 0.0
1.6 1.5 -1.2
0.3 -0.9 -2.0
1.3 -0.6 0.3

electronic energy = -2723.34302 Eh
HOMO energy = -9.69 eV
2S+1 = 1
SMILES = C/N=N/Br

=====

Formula: CH3BrNO2S
Source: OMol25
Level of theory: ωB97M-V/def2-TZVPD

Geometry (Å):
C (-0.222929, -0.205135, -1.036658)
N (0.604428, 0.114353, -0.040039)
O (-1.042797, -0.873338, 1.784129)
O (1.073964, 0.231342, 2.409555)
S (-0.140354, 0.256629, 1.633197)
Br (-1.037170, 1.557181, -1.971742)
H (-1.017509, -0.858164, -0.688916)
H (0.190090, -0.587251, -1.862450)
H (1.592278, 0.364382, -0.227077)

Cartesian forces, eV/Å:
-0.7 0.5 2.5
0.9 -0.8 0.3
0.0 -1.4 -0.4
1.8 -0.6 1.0
-1.4 2.9 -0.3
-0.5 0.1 -0.2
-0.7 0.6 0.0
1.6 -1.2 -3.2
-1.2 -0.1 0.4

electronic energy = -3217.38926 Eh
HOMO energy = -3.88 eV
2S+1 = 1
total charge = -1

=====

Formula: CH3BrO2P
Source: OMol25
Level of theory: ωB97M-V/def2-TZVPD

Geometry (Å):
C (1.032139, -0.037055, -0.048420)
P (-0.835643, 0.261971, 0.100517)
O (-1.321313, 1.452246, -0.634462)
O (-1.323443, 0.127415, 1.510039)
Br (-1.689540, -1.722112, -1.153831)
H (1.556932, 0.381737, -0.984242)
H (1.366153, 0.591503, 0.869410)
H (1.214716, -1.055704, 0.340990)

Cartesian forces, eV/Å:
-0.3 1.6 1.6
-0.5 0.6 0.7
0.6 -0.3 -0.8
1.0 -0.9 -0.8
0.4 0.6 0.4
-1.0 -1.2 1.4
-0.4 -0.6 -1.6
0.2 0.3 -1.0

electronic energy = -3105.91244 Eh
HOMO energy = -5.29 eV
2S+1 = 1
total charge = -1
SMILES = C[P@](=O)([O-])Br

=====

Formula: CH3BrOS
Source: OMol25
Level of theory: ωB97M-V/def2-TZVPD

Geometry (Å):
C (-0.009171, 0.189339, 0.782751)
O (-1.313391, 0.003258, -1.535556)
S (-0.450887, -0.783067, -0.751131)
Br (1.610967, -0.583691, -1.389663)
H (0.989868, 0.001325, 1.038279)
H (-0.794480, 0.037587, 1.487539)
H (-0.032907, 1.135250, 0.367780)

Cartesian forces, eV/Å:
-1.3 -1.4 -1.4
-2.2 2.3 -1.9
1.5 -2.4 3.3
1.5 0.0 -1.1
1.0 -0.7 0.9
-0.3 -0.1 0.8
-0.3 2.3 -0.5

electronic energy = -3087.30321 Eh
HOMO energy = -9.75 eV
2S+1 = 1

=====

Formula: CH3BrP2
Source: OMol25
Level of theory: ωB97M-V/def2-TZVPD

Geometry (Å):
C (0.171245, -0.478652, -0.879361)
P (-0.200222, 0.906268, 1.738827)
P (-1.088387, -0.293788, 0.343569)
Br (2.203436, 0.845071, -0.613961)
H (0.631737, -1.413209, -1.104848)
H (-0.274065, -0.400766, -1.865424)
H (-1.443745, 0.835077, 2.381197)

Cartesian forces, eV/Å:
1.8 0.7 -1.0
-0.5 -0.6 -0.9
0.5 0.7 1.3
-2.4 -1.5 -0.6
0.9 -0.9 1.1
0.1 1.5 -0.5
-0.3 0.1 0.6

electronic energy = -3296.52975 Eh
HOMO energy = -9.71 eV
2S+1 = 1

=====

Formula: CH3Cl2FSi
Source: OMol25
Level of theory: ωB97M-V/def2-TZVPD

Geometry (Å):
C (-0.493632, 0.252278, 0.386456)
F (-0.325338, 0.856364, 1.676815)
Si (1.146022, -0.743622, 0.023235)
Cl (0.694915, -2.086688, -2.287850)
Cl (1.355319, -2.121762, 1.367965)
H (-1.444736, -0.390386, 0.304151)
H (-0.693149, 1.109425, -0.298564)
H (2.470070, -0.424804, -0.694155)

Cartesian forces, eV/Å:
-0.4 0.7 -0.3
-0.3 -0.9 -1.0
-0.7 -0.4 -4.4
0.1 1.4 2.4
0.2 -1.1 1.3
1.6 0.6 0.6
0.5 -0.7 0.2
-1.1 0.5 1.0

electronic energy = -1349.65326 Eh
HOMO energy = -10.05 eV
2S+1 = 1

=====

Formula: CH3Cl2N3
Source: OMol25
Level of theory: ωB97M-V/def2-TZVPD

Geometry (Å):
Cl (3.321602, 1.495320, 0.654586)
N (3.419217, 0.384525, -0.677029)
Cl (2.840519, -1.155105, -0.241493)
H (2.869414, 0.639678, -1.533963)
N (0.217064, 1.208918, -0.663225)
C (-0.421935, 0.455543, 0.004013)
N (-0.808196, -0.321869, 0.824007)
H (-0.114862, 1.775910, -1.446654)
H (-1.167665, -1.157159, 0.924586)

Cartesian forces, eV/Å:
-0.3 -0.1 -0.7
0.4 0.2 -1.0
-0.3 -0.4 0.2
0.2 0.4 1.7
1.1 2.2 -2.4
-0.5 -2.0 1.0
1.4 5.0 0.3
0.0 -0.4 0.8
-1.9 -4.8 0.2

electronic energy = -1124.43841 Eh
HOMO energy = -9.38 eV
2S+1 = 1
SMILES = ClNCl.N=C=N

=====

Formula: CH3Cl2OP
Source: OMol25
Level of theory: ωB97M-V/def2-TZVPD

Geometry (Å):
C (-0.894207, -0.572943, -0.499076)
O (-0.093494, -0.415575, 0.513052)
P (1.328631, 1.003964, 0.449238)
Cl (-1.571666, 0.984022, -0.925693)
Cl (0.082979, -1.102099, -2.015411)
H (-1.699363, -1.308176, -0.153949)
H (2.220426, 0.148099, 1.088953)
H (0.626694, 1.262707, 1.542886)

Cartesian forces, eV/Å:
0.0 -1.1 0.6
0.4 -1.0 0.0
0.9 -0.9 -0.2
-1.2 1.0 -0.6
-0.7 -0.4 0.6
0.8 0.7 -1.4
0.8 -0.1 -0.6
-1.1 1.7 1.5

electronic energy = -1376.68250 Eh
HOMO energy (alpha / beta) = -7.23 / -10.50 eV
expectation value of S² = 2.007
2S+1 = 3